# C12H28N3O15PSV

A structure of composition C12H28N3O15PSV (ωB97M-V with the def2-TZVPD basis set, OMol25).

Structure (ORCA input):
```
! RIJCOSX wB97M-V def2-TZVPD def2/J DEFGRID3
* xyz -1 3
O 10.1828 12.6952 -21.5255
V 10.1026 13.2345 -20.1089
O 8.9034 9.4566 -17.9490
C 8.8168 10.2589 -18.9406
O 9.5865 11.1803 -19.2373
O 7.8460 9.9174 -19.7083
H 8.1577 8.9488 -18.2770
O 5.8136 14.7489 -20.0311
C 6.8165 13.8923 -20.4929
O 8.0165 14.0703 -20.1898
O 6.4647 12.7532 -20.8274
H 5.1279 14.4115 -20.6121
O 10.1122 9.6773 -22.6997
C 8.8712 9.9260 -23.1148
O 8.2451 10.7755 -22.4996
O 8.4037 9.3769 -24.1128
H 9.8100 10.2174 -21.9659
O 11.4978 17.1728 -21.2045
C 11.1770 15.9506 -21.4299
O 11.2367 15.1210 -20.4796
O 10.3887 15.9113 -22.3900
H 10.8834 17.4524 -21.8871
O 12.2673 12.4897 -19.9451
P 13.7142 12.0890 -19.8486
N 14.0303 11.3172 -18.3590
C 14.5174 11.8991 -17.0904
C 13.1657 10.1900 -18.1538
N 14.9025 13.2756 -20.0253
C 16.2489 13.0901 -19.4708
C 14.6532 14.4337 -20.8683
N 14.1209 10.8702 -21.1387
C 13.2482 10.6836 -22.3085
C 15.2467 9.8700 -20.8760
H 15.5457 11.5375 -17.0838
H 13.8550 11.6522 -16.2608
H 14.6306 12.9808 -17.1616
H 13.6798 9.4604 -17.5280
H 12.8386 9.7344 -19.0884
H 12.2760 10.2802 -17.5306
H 16.5041 12.0796 -19.1515
H 17.0641 13.2231 -20.1820
H 16.5286 13.8102 -18.7018
H 13.7420 14.8848 -20.4755
H 15.5468 15.0458 -20.7463
H 14.5946 14.0212 -21.8755
H 12.6257 11.5657 -22.4589
H 13.7166 10.7486 -23.2906
H 12.5561 9.8481 -22.2045
H 15.4448 9.6419 -19.8287
H 16.1800 10.0798 -21.3984
H 14.8393 9.0222 -21.4268
C 9.9482 15.5101 -15.8517
S 10.8692 14.2681 -16.8730
O 10.1315 13.8807 -18.1480
C 12.2344 15.4685 -17.3584
H 9.9863 16.4150 -16.4581
H 10.2104 15.5879 -14.7966
H 8.9092 15.1936 -15.7595
H 11.9831 16.2651 -18.0586
H 13.0626 14.9324 -17.8218
H 12.5637 16.0872 -16.5235
*
```

The expectation value of S² is 2.027. The total energy comes out at -3450.491938 Ha. Its LUMO energy (spin up / spin down) is 1.771 / 0.215 eV. The value obtained for the molecular weight is 568.35 g/mol. For the HOMO-LUMO gap (spin up / spin down), the calculation gives 6.624 / 5.064 eV.